# C45H89ClN4O5

A cluster of 3 separate species, C45H89ClN4O5 in total (ωB97M-V/def2-TZVPD, the Open Molecules 2025 dataset).

orbital gap (alpha / beta) = 8.70 / 9.18 eV
E_LUMO (alpha / beta) = 0.45 / 0.07 eV
E_HOMO (alpha / beta) = -8.25 / -9.11 eV
multiplicity = 3

Last columns: bonded neighbours and bond lengths (Å).
Element x y z (Å)
1 C 1.51129 6.56373 -1.96577  C2 1.549, H34 1.088, H35 1.088, H36 1.087
2 C 1.04221 5.17907 -1.45259  C1 1.549, C3 1.537, H37 1.091, H38 1.089
3 C 1.50873 4.95870 -0.00464  C2 1.537, C4 1.547, H39 1.091, H40 1.090
4 C 1.39475 3.47455 0.41543  C3 1.547, C5 1.545, H41 1.091, H42 1.089
5 C 0.27941 3.23852 1.45856  C4 1.545, C6 1.530, H43 1.091, H44 1.090
6 C -0.56434 2.02639 1.05800  C5 1.530, C7 1.536, H45 1.094, H46 1.093
7 C 0.19469 0.69580 1.17375  C6 1.536, C8 1.543, H47 1.089, H48 1.087
8 C -0.82605 -0.46088 1.21298  C7 1.543, C9 1.531, H49 1.088, H50 1.092
9 C -0.27346 -1.83676 0.83281  C8 1.531, C10 1.541, H51 1.087, H52 1.095
10 C -0.16535 -2.14779 -0.67256  C9 1.541, C11 1.537, O18 1.422, H53 1.091
11 C 0.97046 -1.42741 -1.41711  C10 1.537, C12 1.548, H54 1.092, H55 1.093
12 C 2.33108 -1.53340 -0.68629  C11 1.548, C13 1.541, H56 1.083, H57 1.091
13 C 2.88189 -2.96658 -0.55536  C12 1.541, C14 1.558, H58 1.087, H59 1.089
14 C 3.53316 -3.18017 0.84329  C13 1.558, C15 1.542, H60 1.091, H61 1.089
15 C 2.83896 -4.26341 1.69280  C14 1.542, C16 1.542, H62 1.092, H63 1.090
16 C 2.97888 -4.05496 3.21402  C15 1.542, C17 1.535, H64 1.092, H65 1.089
17 C 1.62399 -3.91965 3.92373  C16 1.535, H66 1.088, H67 1.091, H68 1.089
18 O -1.43411 -2.09610 -1.31339  C10 1.422, C19 1.405
19 C -1.78832 -0.86685 -1.89488  O18 1.405, N20 1.450, C24 1.590, H69 1.090
20 N -1.48582 -0.77555 -3.31050  C19 1.450, C21 1.460, H70 1.012
21 C -1.48197 -2.05821 -4.00739  N20 1.460, C22 1.538, H71 1.089, H72 1.096
22 C -1.27382 -1.81668 -5.51185  C21 1.538, C23 1.532, H73 1.091, H74 1.087
23 C 0.20137 -1.55462 -5.83212  C22 1.532, H75 1.091, H76 1.088, H77 1.089
24 C -3.33752 -0.63831 -1.62204  C19 1.590, O25 1.455, O28 1.380, H78 1.090
25 O -3.91366 -1.85282 -1.06497  C24 1.455, C26 1.285
26 C -4.31217 -1.73020 0.15074  O25 1.285, N27 1.179
27 N -4.89524 -1.48535 1.14597  C26 1.179
28 O -4.02231 -0.16421 -2.72173  C24 1.380, C29 1.416
29 C -4.88097 -1.07182 -3.38765  O28 1.416, C30 1.534, H79 1.089, H80 1.093
30 C -6.31151 -1.08862 -2.83483  C29 1.534, C31 1.524, H81 1.088, H82 1.093
31 C -6.87837 0.29363 -2.53305  C30 1.524, C32 1.534, Cl33 1.798, H83 1.086
32 C -8.39209 0.15933 -2.32691  C31 1.534, H84 1.090, H85 1.088, H86 1.085
33 Cl -6.24902 0.96372 -0.98729  C31 1.798
34 H 2.10226 6.44890 -2.87251  C1 1.088
35 H 2.17421 7.00123 -1.22201  C1 1.088
36 H 0.67408 7.23223 -2.14880  C1 1.087
37 H 1.52694 4.40737 -2.05162  C2 1.091
38 H -0.03440 5.04825 -1.55555  C2 1.089
39 H 0.92044 5.60983 0.64415  C3 1.091
40 H 2.54005 5.29923 0.08603  C3 1.090
41 H 2.36389 3.17914 0.82116  C4 1.091
42 H 1.24013 2.85361 -0.46587  C4 1.089
43 H -0.38667 4.10251 1.46106  C5 1.091
44 H 0.66644 3.14340 2.47256  C5 1.090
45 H -0.86106 2.14487 0.01163  C6 1.094
46 H -1.48566 1.96996 1.64269  C6 1.093
47 H 0.77998 0.64339 2.09110  C7 1.089
48 H 0.85255 0.61790 0.31160  C7 1.087
49 H -1.73995 -0.19293 0.68625  C8 1.088
50 H -1.11500 -0.52947 2.26409  C8 1.092
51 H 0.66043 -2.04904 1.34739  C9 1.087
52 H -0.99068 -2.57435 1.20735  C9 1.095
53 H 0.11675 -3.20135 -0.69729  C10 1.091
54 H 0.79346 -0.36002 -1.56227  C11 1.092
55 H 1.09608 -1.87948 -2.40379  C11 1.093
56 H 2.23943 -1.02147 0.26407  C12 1.083
57 H 3.03022 -0.97148 -1.30733  C12 1.091
58 H 2.14070 -3.74102 -0.73667  C13 1.087
59 H 3.68484 -3.13696 -1.27031  C13 1.089
60 H 3.53960 -2.25671 1.42370  C14 1.091
61 H 4.57980 -3.46373 0.74094  C14 1.089
62 H 3.33918 -5.20763 1.46894  C15 1.092
63 H 1.78500 -4.39873 1.44857  C15 1.090
64 H 3.56880 -3.17102 3.46523  C16 1.092
65 H 3.48271 -4.89398 3.69258  C16 1.089
66 H 1.13102 -2.97220 3.71548  C17 1.088
67 H 1.77091 -3.95673 5.00429  C17 1.091
68 H 0.97981 -4.76305 3.68138  C17 1.089
69 H -1.30159 -0.01014 -1.42980  C19 1.090
70 H -0.56001 -0.37742 -3.40247  N20 1.012
71 H -2.42345 -2.58460 -3.85974  C21 1.089
72 H -0.68800 -2.73743 -3.67711  C21 1.096
73 H -1.81899 -0.90424 -5.75627  C22 1.091
74 H -1.69258 -2.62656 -6.10422  C22 1.087
75 H 0.26338 -1.06139 -6.80376  C23 1.091
76 H 0.79929 -2.46100 -5.90201  C23 1.088
77 H 0.64115 -0.86144 -5.11627  C23 1.089
78 H -3.41341 0.12790 -0.85095  C24 1.090
79 H -4.47029 -2.07517 -3.48567  C29 1.089
80 H -4.96726 -0.69264 -4.40888  C29 1.093
81 H -6.96117 -1.64571 -3.50607  C30 1.088
82 H -6.29591 -1.64196 -1.89287  C30 1.093
83 H -6.69021 0.99910 -3.33711  C31 1.086
84 H -8.53802 -0.43696 -1.42594  C32 1.090
85 H -8.85667 -0.37542 -3.15301  C32 1.088
86 H -8.84819 1.12848 -2.15110  C32 1.085
87 C 7.06661 3.44465 -2.02075  C88 1.546, H98 1.088, H99 1.090, H100 1.090
88 C 5.73497 3.07395 -2.71309  C87 1.546, C89 1.530, N93 1.494, C97 1.528
89 C 6.00009 2.08045 -3.84626  C88 1.530, C90 1.528, H101 1.095, H102 1.092
90 C 6.65932 2.71804 -5.06878  C89 1.528, C91 1.528, H103 1.093, H104 1.092
91 C 5.86124 3.93161 -5.54331  C90 1.528, C92 1.530, H105 1.092, H106 1.095
92 C 5.59940 4.95202 -4.43407  C91 1.530, N93 1.493, C95 1.541, C96 1.527
93 N 5.04190 4.29990 -3.21230  C88 1.494, C92 1.493, O94 1.295
94 O 3.79170 4.02556 -3.41026  N93 1.295
95 C 6.89907 5.71100 -4.10286  C92 1.541, H107 1.091, H108 1.090, H109 1.087
96 C 4.64804 6.02866 -4.95119  C92 1.527, H110 1.089, H111 1.090, H112 1.092
97 C 4.90149 2.39306 -1.62862  C88 1.528, H113 1.092, H114 1.090, H115 1.090
98 H 7.91168 3.49391 -2.70475  C87 1.088
99 H 6.98592 4.39745 -1.49665  C87 1.090
100 H 7.33382 2.69230 -1.27903  C87 1.090
101 H 5.05549 1.62352 -4.15926  C89 1.095
102 H 6.62565 1.26638 -3.47276  C89 1.092
103 H 7.69091 3.00358 -4.84569  C90 1.093
104 H 6.71813 1.98355 -5.87447  C90 1.092
105 H 6.38653 4.41959 -6.36703  C91 1.092
106 H 4.90651 3.58422 -5.95121  C91 1.095
107 H 6.75595 6.36835 -3.24406  C95 1.091
108 H 7.19140 6.33392 -4.94850  C95 1.090
109 H 7.75077 5.06674 -3.90239  C95 1.087
110 H 3.70926 5.61535 -5.31710  C96 1.089
111 H 5.11036 6.55902 -5.78327  C96 1.090
112 H 4.42128 6.75854 -4.17194  C96 1.092
113 H 4.68477 3.08282 -0.81029  C97 1.092
114 H 5.45340 1.54724 -1.21931  C97 1.090
115 H 3.95727 2.00477 -2.00915  C97 1.090
116 C -3.26714 -1.29158 5.02548  C117 1.546, H127 1.088, H128 1.092, H129 1.089
117 C -2.92007 -2.74815 5.41093  C116 1.546, C118 1.529, N122 1.494, C126 1.526
118 C -3.85200 -3.71207 4.67583  C117 1.529, C119 1.526, H130 1.096, H131 1.090
119 C -5.27513 -3.71620 5.22785  C118 1.526, C120 1.529, H132 1.093, H133 1.092
120 C -5.27095 -3.96002 6.73713  C119 1.529, C121 1.530, H134 1.092, H135 1.095
121 C -4.36059 -2.99574 7.50004  C120 1.530, N122 1.492, C124 1.541, C125 1.527
122 N -2.99927 -2.93319 6.89167  C117 1.494, C121 1.492, O123 1.297
123 O -2.33509 -3.99538 7.22595  N122 1.297
124 C -5.00299 -1.59567 7.54482  C121 1.541, H136 1.091, H137 1.091, H138 1.086
125 C -4.27814 -3.42704 8.96245  C121 1.527, H139 1.089, H140 1.090, H141 1.091
126 C -1.49077 -2.96129 4.91983  C117 1.526, H142 1.092, H143 1.090, H144 1.089
127 H -4.33007 -1.12739 4.86419  C116 1.088
128 H -2.91386 -0.58976 5.78311  C116 1.092
129 H -2.78807 -1.02007 4.08614  C116 1.089
130 H -3.44926 -4.72912 4.74113  C118 1.096
131 H -3.87261 -3.45572 3.61636  C118 1.090
132 H -5.78016 -2.77589 4.99280  C119 1.093
133 H -5.85402 -4.49939 4.73414  C119 1.092
134 H -6.28860 -3.88179 7.12672  C120 1.092
135 H -4.94880 -4.98959 6.92486  C120 1.095
136 H -4.32176 -0.87076 7.99314  C124 1.091
137 H -5.90588 -1.62033 8.15592  C124 1.091
138 H -5.31322 -1.21903 6.57412  C124 1.086
139 H -3.92664 -4.45131 9.07589  C125 1.089
140 H -5.26727 -3.37521 9.41715  C125 1.090
141 H -3.61337 -2.77155 9.52781  C125 1.091
142 H -0.79043 -2.29836 5.43308  C126 1.092
143 H -1.43340 -2.74792 3.85208  C126 1.090
144 H -1.15257 -3.98759 5.05355  C126 1.089